## one
Here is an isolated molecule of C7H12N2OS2 from OMol25. Energies are from wB97M-V/def2-TZVPD.

Last column: Löwdin charge in e.
Element x y z (Å)
1 S 0.25697 0.98852 -0.65954  1.065
2 S -2.70235 0.68279 0.20318  0.705
3 O -2.36830 2.05314 -0.22853  -0.397
4 N -2.98443 0.62512 1.84530  -0.092
5 N -3.89864 -0.20847 -0.17383  -0.304
6 C -3.86643 -0.54181 -1.63810  -0.220
7 C -0.25046 -1.23923 0.49815  -0.200
8 C 1.17440 -1.21493 0.39223  -0.113
9 C 3.30300 1.89618 -0.72578  -0.096
10 C 3.01799 0.37481 -0.69129  -0.218
11 C 1.59723 -0.02954 -0.23302  -0.487
12 C -0.84534 -0.11708 0.04734  -0.556
13 H -2.90490 -0.88291 -2.17797  0.079
14 H -4.08630 0.34533 -2.29024  0.066
15 H -3.53266 -0.14481 2.11419  0.043
16 H -0.82364 -2.17004 0.78440  0.133
17 H -4.62533 -1.40569 -1.74628  0.087
18 H -2.23794 0.89618 2.44748  0.064
19 H 3.26015 -0.20862 -1.47036  0.061
20 H 2.54079 2.32130 -1.41011  0.068
21 H 1.60332 -2.13530 0.57904  0.081
22 H 3.57982 -0.00098 0.24940  0.139
23 H 4.22893 2.06140 -1.09370  0.029
24 H 3.29935 2.40007 0.19178  0.062

Results
**SMILES string**: CCc1ccc([S@@](N)(=O)=NC)s1
**Spin multiplicity**: 1
**Charge**: 0

***

## two
Here is an isolated molecule of C7H12N2OS2 from OMol25. Energies are from wB97M-V/def2-TZVPD.

Last column: Löwdin charge in e.
Element x y z (Å)
1 S -0.62719 -1.26756 1.03930  0.543
2 S 0.53367 -1.66161 -0.49375  0.613
3 O -2.94701 1.74248 -0.34922  -0.148
4 N 2.57834 -0.39296 0.56300  0.040
5 N 1.64573 0.78696 -1.13772  0.039
6 C -0.90728 1.97069 1.04954  -0.090
7 C 3.28099 0.81255 0.43092  -0.083
8 C 2.70745 1.46784 -0.66971  -0.177
9 C -2.01700 -0.35941 0.21008  -0.651
10 C -1.64695 1.18324 -0.00290  -0.525
11 C 1.58083 -0.34452 -0.40595  -0.801
12 C -2.56166 -1.10810 -0.95700  -0.187
13 H -2.53351 -2.35830 -0.91213  0.139
14 H -0.96591 1.23832 -0.92612  0.134
15 H -2.83893 2.88096 -0.31306  0.194
16 H -3.66466 -0.79096 -1.01746  0.101
17 H 3.01609 2.28597 -1.35964  0.114
18 H 0.29147 1.83154 0.79511  0.102
19 H 2.62995 -1.01544 1.35388  0.139
20 H -1.99805 -0.92027 -1.86525  0.050
21 H -2.86156 -0.42266 0.88783  0.094
22 H -1.31162 1.84604 2.21522  0.142
23 H -1.13263 3.01894 0.40890  0.121
24 H 4.25499 0.84092 0.89074  0.098

Results
**SMILES string**: C[C@H](O)[C@@H](C)SSc1ncc[nH]1
**Spin multiplicity**: 1
**Charge**: 0

***

Most stable of them? two.

***

## one
Here is a cluster of 2 separate species, C4H12 in total from OMol25. Energies are from wB97M-V/def2-TZVPD.

Last column: Löwdin charge in e.
Element x y z (Å)
1 C 0.91766 0.57223 1.65620  -0.274
2 C -0.76052 0.36941 -1.05881  -0.410
3 C 1.64715 -0.76650 1.39181  -0.285
4 C -1.81734 -0.16716 -1.95638  -0.413
5 H 1.05904 1.33483 0.85910  0.056
6 H -1.15568 1.09580 -0.27188  0.044
7 H -0.25143 -0.43171 -0.38403  0.038
8 H 0.91368 -1.43508 0.84228  0.034
9 H 2.60073 -0.51460 0.78339  0.069
10 H 1.17913 1.13223 2.52442  0.038
11 H -0.07256 0.50592 1.54877  -0.034
12 H -2.68900 -0.66297 -1.45658  0.041
13 H -1.25621 -1.00273 -2.48738  0.054
14 H -2.32412 0.54250 -2.49687  -0.006
15 H 1.99610 -1.33730 2.16020  -0.014
16 H 0.07866 0.72525 -1.81835  0.061

Results
**Spin multiplicity**: 2
**⟨S²⟩**: 0.750
**Charge**: -1

***

## two
Here is a cluster of 2 separate species, C4H12 in total from OMol25. Energies are from wB97M-V/def2-TZVPD.

Last column: Löwdin charge in e.
Element x y z (Å)
1 C -1.68663 -1.11846 -1.12362  -0.343
2 C 1.73620 0.96093 1.37178  -0.324
3 C -2.18887 0.15735 -0.51667  -0.408
4 C 2.23732 0.03795 0.27294  -0.306
5 H 0.69924 0.69638 1.46834  0.019
6 H -2.42561 -1.65636 -1.68522  0.017
7 H 1.89131 2.02853 1.30216  0.039
8 H 3.29437 0.23045 -0.03368  0.042
9 H -1.36728 0.51086 0.05237  0.021
10 H -0.99683 -0.80638 -1.90486  0.028
11 H -3.05302 -0.12092 -0.01198  0.007
12 H -2.62702 0.90651 -1.18636  0.037
13 H 2.01026 -1.08838 0.47220  0.067
14 H -1.37446 -1.53127 -0.07938  0.065
15 H 2.19144 0.62785 2.25909  0.018
16 H 1.65959 0.16495 -0.65713  0.022

Results
**Spin multiplicity**: 2
**⟨S²⟩**: 0.750
**Charge**: -1

***

## three
Here is a cluster of 2 separate species, C4H12 in total from OMol25. Energies are from wB97M-V/def2-TZVPD.

Last column: Löwdin charge in e.
Element x y z (Å)
1 C -0.72202 -2.05402 -1.38129  -0.299
2 C -0.31328 -1.51768 -0.00522  -0.275
3 C -0.10459 1.95315 1.13279  -0.327
4 C 1.13709 1.61475 0.27046  -0.400
5 H -0.68465 1.06633 1.36540  0.026
6 H -0.89785 -3.13599 -1.30450  0.035
7 H -1.70020 -1.66661 -1.67184  0.036
8 H -0.76492 2.61984 0.57540  0.029
9 H -1.00783 -1.98503 0.68801  0.042
10 H 0.72304 -1.76859 0.23807  0.036
11 H 0.86745 1.77917 -0.77747  0.016
12 H -0.32007 -0.44651 0.09399  0.000
13 H 0.04525 -1.93679 -2.14542  0.031
14 H 0.20690 2.44831 2.05336  0.028
15 H 1.50899 0.60833 0.43087  0.013
16 H 1.93290 2.34178 0.44673  0.010

Results
**Spin multiplicity**: 2
**⟨S²⟩**: 0.750
**Charge**: -1

***

Most stable of them? three.

***

## one
Here is a cluster of 2 separate species, C4H12 in total from OMol25. Energies are from wB97M-V/def2-TZVPD.

Last column: Löwdin charge in e.
Element x y z (Å)
1 C -0.12340 -0.09553 -2.20523  -0.266
2 C 0.63908 0.64940 2.35374  -0.359
3 C 1.07753 -0.58838 1.59988  -0.408
4 C -1.57870 -0.00047 -1.70643  -0.292
5 H 1.68090 -1.26580 2.20827  0.013
6 H 0.11160 1.35461 1.71317  0.020
7 H 0.11264 0.79639 -2.77907  0.034
8 H 1.50448 1.21115 2.72262  0.033
9 H -2.17586 -0.89261 -1.91636  0.037
10 H 0.56225 -0.13710 -1.36914  0.023
11 H 1.73145 -0.32545 0.75885  0.022
12 H -1.66427 0.23035 -0.64643  0.027
13 H -0.00216 -0.93940 -2.88276  0.039
14 H -2.09897 0.80899 -2.21496  0.032
15 H 0.28193 -1.22217 1.20313  0.018
16 H -0.05851 0.41601 3.16071  0.029

Results
**Spin multiplicity**: 2
**⟨S²⟩**: 0.750
**Charge**: -1

***

## two
Here is a cluster of 2 separate species, C4H12 in total from OMol25. Energies are from wB97M-V/def2-TZVPD.

Last column: Löwdin charge in e.
Element x y z (Å)
1 C 0.59117 -2.43625 -1.22043  -0.320
2 C -0.48306 -1.94417 -0.25545  -0.384
3 C 0.29579 2.03793 1.45519  -0.269
4 C -0.31886 2.30461 0.08812  -0.303
5 H -1.35968 2.40256 0.14128  0.011
6 H 0.22332 3.02305 -0.41223  0.017
7 H 1.37586 -1.69404 -1.23575  0.024
8 H -0.98652 -1.10526 -0.76996  0.028
9 H -0.45643 2.60700 2.07984  0.059
10 H -0.26683 -1.71049 0.68046  -0.034
11 H 0.20598 1.13107 1.93388  -0.007
12 H -1.37177 -2.57830 -0.35705  0.024
13 H 0.08724 -2.31033 -2.16259  0.026
14 H 1.05618 -3.40755 -1.13027  0.032
15 H 1.32177 2.46440 1.38028  0.058
16 H -0.33931 1.40516 -0.55244  0.039

Results
**Spin multiplicity**: 2
**⟨S²⟩**: 0.750
**Charge**: -1

***

Most stable of them? one.

***

## one
Here is a cluster of 2 separate species, C4H12 in total from OMol25. Energies are from wB97M-V/def2-TZVPD.

Last column: Löwdin charge in e.
Element x y z (Å)
1 C 0.66147 -1.29662 2.26648  -0.345
2 C -0.39246 -1.90507 1.40111  -0.348
3 C -0.40140 2.18527 -1.42441  -0.334
4 C 0.08164 0.98624 -2.25253  -0.342
5 H 0.24587 3.04762 -1.56540  0.034
6 H 0.67180 1.33069 -3.10528  0.029
7 H 1.64680 -1.22930 1.79321  0.026
8 H 0.82273 -1.80756 3.22235  0.038
9 H -0.49117 1.87932 -0.38448  0.020
10 H -1.36995 -1.88365 1.88458  0.034
11 H 0.86797 0.49428 -1.65902  0.020
12 H -0.75066 0.33423 -2.52299  0.028
13 H 0.47055 -0.24818 2.53535  0.030
14 H -0.45468 -1.44642 0.40317  0.035
15 H -0.20503 -2.95851 1.14791  0.037
16 H -1.40347 2.51766 -1.74002  0.037

Results
**Spin multiplicity**: 2
**⟨S²⟩**: 0.750
**Charge**: -1

***

## two
Here is a cluster of 2 separate species, C4H12 in total from OMol25. Energies are from wB97M-V/def2-TZVPD.

Last column: Löwdin charge in e.
Element x y z (Å)
1 C -0.47940 0.02985 1.35277  -0.379
2 C 0.14065 -0.69131 -2.17708  -0.337
3 C -0.27189 -0.06664 2.88240  -0.281
4 C 0.55913 0.78174 -2.03934  -0.282
5 H -0.20761 -1.29987 -1.38354  -0.016
6 H 1.27444 0.99501 -1.24717  0.042
7 H 0.79929 -0.04001 2.96970  0.031
8 H 0.44192 -0.32115 0.89306  0.022
9 H -1.01880 -0.71221 0.76811  0.019
10 H -0.64474 -1.00410 3.23493  0.026
11 H -0.67506 1.01213 1.11183  0.005
12 H 1.12956 -1.27471 -2.30216  0.057
13 H 0.95634 1.14446 -2.90137  0.011
14 H -0.69194 -0.83073 -2.92345  0.046
15 H -0.26857 1.25321 -1.69580  -0.001
16 H -0.78582 0.75607 3.36342  0.037

Results
**Spin multiplicity**: 2
**⟨S²⟩**: 0.750
**Charge**: -1

***

## three
Here is a cluster of 2 separate species, C4H12 in total from OMol25. Energies are from wB97M-V/def2-TZVPD.

Last column: Löwdin charge in e.
Element x y z (Å)
1 C 1.30282 -2.02848 1.27105  -0.268
2 C -0.53681 1.35227 -0.71208  -0.441
3 C -0.07040 -1.34616 1.52217  -0.273
4 C -0.72083 2.03494 -2.06153  -0.363
5 H 0.00712 -0.34333 1.11437  0.009
6 H 1.96824 -1.24264 0.92115  0.019
7 H 1.72064 -2.38660 2.20799  0.038
8 H -0.53089 1.35399 -2.90301  0.033
9 H 0.25083 0.60381 -0.85028  0.024
10 H -0.17931 2.04136 0.05061  0.016
11 H 1.18241 -2.68234 0.40024  0.040
12 H -0.15905 2.94641 -2.25873  0.031
13 H -0.96608 -1.81872 1.13461  0.034
14 H -0.28127 -1.14084 2.58033  0.041
15 H -1.76692 2.32309 -2.22974  0.031
16 H -1.43381 0.85099 -0.35715  0.028

Results
**Spin multiplicity**: 2
**⟨S²⟩**: 0.750
**Charge**: -1

***

Most stable of them? one.